Formula: H14NO5
Source: the OMol25 dataset
Level of theory: the ωB97M-V functional and the def2-TZVPD basis

Bonds (Å) are listed after each position.
Atoms and positions in Å:
1 N -11.79 22.84 -11.73  H2 1.023, H3 1.038, H4 1.048, H5 1.032
2 H -12.21 23.77 -11.78  N1 1.023
3 H -11.28 22.65 -10.85  N1 1.038
4 H -11.31 22.65 -12.65  N1 1.048
5 H -12.62 22.23 -11.80  N1 1.032
6 O -11.72 25.77 -12.48  H7 0.965, H8 0.964
7 H -12.28 26.14 -13.17  O6 0.965
8 H -10.88 26.22 -12.58  O6 0.964
9 O -14.45 22.53 -12.69  H10 0.965, H11 0.966
10 H -15.20 23.13 -12.63  O9 0.965
11 H -14.24 22.50 -13.63  O9 0.966
12 O -10.58 22.10 -14.08  H13 0.966, H14 0.967
13 H -10.52 21.32 -14.64  O12 0.966
14 H -9.69 22.48 -14.10  O12 0.967
15 O -12.87 20.16 -11.61  H16 0.966, H17 0.965
16 H -11.99 19.77 -11.70  O15 0.966
17 H -13.23 19.75 -10.81  O15 0.965
18 O -10.31 22.59 -9.41  H19 0.965, H20 0.966
19 H -9.66 23.19 -9.02  O18 0.965
20 H -10.74 22.18 -8.65  O18 0.966

Summary:
* charge: +1
* F_max: 1.5 eV Å⁻¹
* frontier orbital gap: 0.4522 Eh
* LUMO level: -2.8375 eV
* molar mass: 108.11 g mol⁻¹
* E_HOMO: -0.55650 hartree
* ΔE to the lowest compared entry with this formula, charge and spin: 14.5 kcal/mol